{
  "formula": "C26H83B4N5O8TiZn",
  "method": "wB97M-V/def2-TZVPD",
  "molar_mass_g_mol": 750.48,
  "total_charge": -1,
  "lumo_energy_ev": [1.869, 1.793],
  "energy_ev": -126366.8140,
  "multiplicity": 4,
  "species": ["Zn", "Ti", "B", "H", "H", "H", "H", "B", "H", "H", "H", "H", "B", "H", "H", "H", "H", "B", "H", "H", "H", "H", "C", "O", "C", "C", "N", "C", "C", "O", "C", "H", "H", "H", "H", "H", "H", "H", "H", "H", "H", "H", "H", "H", "H", "H", "C", "O", "C", "C", "N", "C", "C", "O", "C", "H", "H", "H", "H", "H", "H", "H", "H", "H", "H", "H", "H", "H", "H", "H", "C", "O", "C", "C", "N", "C", "C", "O", "C", "H", "H", "H", "H", "H", "H", "H", "H", "H", "H", "H", "H", "H", "H", "H", "C", "C", "C", "O", "C", "N", "H", "H", "H", "H", "H", "H", "H", "H", "H", "H", "H", "C", "C", "C", "O", "C", "N", "H", "H", "H", "H", "H", "H", "H", "H", "H", "H", "H"],
  "positions_angstrom": [[6.82054, -18.09143, -16.60477], [3.95634, -16.88227, -13.81693], [8.27249, -18.56294, -14.85989], [7.15079, -18.91206, -14.54612], [8.97141, -18.73124, -13.89182], [8.71575, -19.07774, -15.84667], [8.21743, -17.35911, -15.03615], [5.34364, -16.59648, -16.09626], [4.49997, -15.87497, -15.70411], [5.12305, -17.58810, -15.48559], [5.35248, -16.86938, -17.24890], [6.42594, -16.20342, -15.74737], [8.06571, -17.38460, -18.37761], [6.91149, -17.16043, -18.65886], [8.32732, -17.06518, -17.25587], [8.17252, -18.56337, -18.59274], [8.73133, -16.72050, -19.12609], [5.92763, -20.08341, -17.13264], [5.47475, -19.18461, -17.81361], [5.47426, -21.14358, -17.47263], [7.12280, -20.13592, -17.23776], [5.64496, -19.89137, -15.96644], [10.91919, -12.34682, -17.41188], [9.88656, -12.00360, -18.32785], [9.97686, -10.72256, -18.88524], [8.63817, -10.01615, -18.74567], [8.22629, -10.05610, -17.35074], [6.83959, -9.64006, -17.11550], [5.75089, -10.55266, -17.66179], [5.53870, -11.63773, -16.78944], [6.09223, -12.88984, -17.22281], [10.59593, -12.21715, -16.37873], [11.83388, -11.76992, -17.57513], [11.17610, -13.38508, -17.62568], [10.25651, -10.74000, -19.94404], [10.67608, -10.07254, -18.34622], [7.87590, -10.49710, -19.37814], [8.71564, -8.97455, -19.06995], [8.26008, -11.02294, -17.04467], [6.72318, -8.58902, -17.40857], [6.69218, -9.57818, -16.03251], [5.95753, -10.92440, -18.67195], [4.80992, -9.99335, -17.73718], [5.96693, -13.62702, -16.43220], [7.14075, -12.76575, -17.49223], [5.49191, -13.24680, -18.06610], [10.97449, -18.01350, -21.22774], [10.03744, -17.71526, -22.23999], [10.12273, -16.42544, -22.77947], [9.19700, -15.46019, -22.06262], [7.79500, -15.82426, -22.15007], [6.94059, -14.99277, -21.35157], [5.54069, -15.57206, -21.19343], [5.60968, -16.94329, -20.95717], [4.43530, -17.45886, -20.40713], [11.02888, -17.22861, -20.46512], [11.93167, -18.26841, -21.69290], [10.55664, -18.85228, -20.67066], [10.08016, -16.40878, -23.87220], [11.13510, -16.02553, -22.56943], [9.32750, -14.44484, -22.49887], [9.49407, -15.36738, -21.01949], [7.51676, -15.90211, -23.11796], [6.81192, -13.98553, -21.81039], [7.33765, -14.81230, -20.35491], [4.84381, -15.27384, -21.99782], [5.07355, -15.12016, -20.29592], [3.56498, -17.18698, -21.02223], [4.22127, -17.10806, -19.38082], [4.55681, -18.53073, -20.25633], [-0.06740, -11.29854, -15.94975], [1.27589, -11.49106, -15.58874], [2.19606, -11.47687, -16.65591], [2.64106, -12.84851, -17.10322], [1.52126, -13.74586, -17.36964], [2.02492, -14.98849, -17.92532], [0.94090, -16.02497, -18.12873], [0.37669, -16.43256, -16.89092], [-0.94084, -16.87320, -16.95912], [-0.67222, -11.40874, -15.05283], [-0.38973, -12.06826, -16.66389], [-0.22728, -10.33182, -16.44169], [3.02725, -10.80472, -16.41018], [1.82832, -10.86610, -17.50514], [3.21478, -13.31029, -16.28409], [3.25530, -12.69400, -17.98959], [0.99061, -13.92327, -16.52647], [2.87636, -15.39500, -17.36492], [2.37394, -14.82243, -18.95262], [1.27580, -16.89452, -18.70098], [0.14957, -15.48168, -18.66988], [-1.54581, -16.32108, -17.69117], [-1.35451, -16.93286, -15.95652], [-0.99657, -17.89946, -17.37742], [1.76694, -20.69092, -12.80687], [2.52712, -19.36566, -12.92818], [3.36376, -19.10121, -11.69648], [3.83186, -17.75270, -11.69652], [4.33709, -17.39281, -10.42783], [3.32725, -19.25360, -14.16148], [1.26394, -20.97823, -13.72239], [1.09260, -20.60130, -11.95200], [2.50846, -21.44403, -12.51685], [1.80834, -18.53964, -13.01359], [4.20660, -19.80318, -11.68162], [2.71197, -19.26899, -10.83343], [5.13508, -18.07620, -10.12168], [3.57465, -17.33557, -9.64703], [4.77346, -16.39812, -10.52320], [2.71875, -19.40038, -14.96590], [3.98030, -20.02123, -14.33098], [7.03620, -13.90463, -11.88249], [5.77024, -14.33854, -12.66357], [5.37324, -13.41158, -13.77117], [4.86320, -12.24605, -13.20046], [4.60195, -11.20492, -14.12478], [5.91267, -15.73464, -13.08708], [7.21844, -14.57569, -11.04446], [7.01725, -12.85711, -11.59080], [7.87420, -14.06288, -12.57553], [5.05288, -14.32539, -11.83120], [4.62014, -13.89092, -14.41765], [6.23866, -13.23840, -14.43508], [5.46907, -10.52969, -14.15611], [3.71888, -10.68587, -13.76434], [4.49382, -11.56226, -15.15197], [6.33652, -16.36939, -12.42364], [6.46356, -15.72212, -13.94586]],
  "atomic_forces_ev_per_a": [[1.275, -1.020, -0.513], [0.653, -0.237, -0.578], [0.078, 0.546, 0.734], [-0.295, -0.256, -0.039], [0.178, -0.122, 0.122], [0.026, -0.311, -0.117], [0.110, 0.326, 0.064], [0.027, 0.413, 0.576], [-0.870, 0.985, 0.003], [-0.023, -1.013, 0.516], [-0.618, 0.352, -0.441], [0.104, 0.457, -0.021], [-0.432, -0.250, -1.166], [-0.272, 0.283, 0.036], [0.202, 0.182, 0.681], [0.494, -0.176, 0.069], [0.268, 0.215, 0.004], [-0.312, -0.357, 0.156], [-0.200, 0.159, -0.214], [-0.162, -0.085, -0.171], [0.268, -0.013, 0.001], [-0.229, -0.028, 0.273], [0.168, -0.377, -0.538], [0.324, -0.037, 0.075], [-0.438, 1.125, 0.081], [-0.667, -0.384, 0.049], [-0.475, -0.016, 0.318], [0.387, 0.640, 0.306], [-0.194, 0.206, -0.281], [0.397, -0.633, -0.095], [-0.614, 0.419, -0.268], [-0.058, -0.045, 0.040], [-0.131, 0.180, -0.041], [-0.112, -0.066, 0.354], [0.130, -0.246, 0.029], [0.283, -0.346, 0.023], [0.226, -0.017, -0.225], [0.111, -0.014, -0.009], [0.416, -0.015, -0.009], [-0.071, -0.197, -0.513], [0.000, -0.269, 0.002], [0.132, 0.093, 0.013], [0.010, -0.010, 0.112], [0.132, 0.149, 0.022], [0.053, -0.276, -0.097], [0.349, -0.114, -0.198], [-0.719, -0.111, 0.238], [-0.319, -0.303, -0.634], [1.295, 0.650, 1.117], [-0.689, 0.676, -0.800], [0.783, -0.428, 0.497], [-0.790, 0.592, -0.648], [-0.420, 0.377, 1.105], [-0.020, -0.212, -0.433], [-0.311, -0.054, 0.654], [0.301, 0.213, -0.282], [0.192, 0.118, 0.317], [0.191, -0.212, -0.203], [-0.653, -0.346, 0.010], [-0.063, -0.053, -0.157], [0.383, -0.078, 0.029], [-0.118, -0.290, 0.160], [-0.255, 0.074, 0.043], [0.014, -0.006, 0.201], [0.432, -0.443, -0.029], [0.241, -0.477, -0.366], [0.219, 0.251, -0.078], [-0.054, -0.347, -0.092], [0.291, 0.429, -0.162], [-0.045, -0.057, -0.510], [-0.147, -0.529, -0.620], [0.282, 0.045, 0.379], [-0.131, 1.403, -0.913], [-0.443, -0.014, 1.131], [-0.085, 0.239, -0.945], [0.094, -0.725, -0.354], [-0.824, 0.629, 0.343], [0.459, 0.453, 0.423], [-0.089, -1.330, -0.991], [0.025, 0.246, 0.077], [-0.011, 0.071, 0.036], [-0.013, 0.120, 0.244], [0.274, -0.709, 0.605], [-0.679, -0.665, -0.022], [0.538, 0.261, -0.276], [0.075, -0.364, -0.045], [0.225, -0.077, 0.165], [-0.039, -0.084, 0.084], [0.231, 0.289, 0.129], [0.145, 0.070, -0.043], [0.031, -0.319, -0.280], [-0.076, 0.548, 0.524], [-0.131, 0.396, -0.005], [0.182, 0.024, 0.229], [0.969, 0.377, 1.062], [-0.521, -0.065, -0.888], [-0.289, -0.238, -0.364], [-0.304, -0.599, 0.120], [0.671, 0.589, -0.013], [-0.091, 0.200, -0.201], [-0.128, 0.032, -0.015], [-0.341, -0.191, -0.269], [-0.193, -0.276, -0.290], [-0.040, -0.052, 0.177], [0.085, 0.100, 0.217], [0.201, 0.042, 0.173], [-0.088, -0.087, 0.021], [-0.218, -0.222, -0.190], [-0.059, -0.007, -0.050], [-0.175, 0.544, 0.041], [0.462, 0.278, 0.559], [0.474, -0.190, -1.588], [0.700, -0.475, 3.097], [-0.096, -0.433, -0.660], [0.041, 0.056, 0.317], [0.397, -0.003, 0.060], [-0.936, 0.224, -1.372], [-0.174, 0.155, 0.213], [-0.119, -0.037, 0.175], [0.164, 0.233, 0.209], [-0.779, 0.126, -0.711], [-0.073, -0.011, 0.118], [0.032, 0.232, 0.275], [-0.146, 0.107, 0.088], [-0.083, 0.148, -0.117], [-0.340, -0.056, 0.572], [0.383, 0.348, 0.131], [0.212, -0.595, 0.124]]
}

***

{
  "formula": "C23H24FN4O7S4Ti",
  "method": "wB97M-V/def2-TZVPD",
  "molar_mass_g_mol": 663.60,
  "lumo_energy_ev": [-0.902, -0.911],
  "energy_ev": -113708.5404,
  "multiplicity": 2,
  "relative_energy_ev": 0.000,
  "species": ["Ti", "C", "C", "C", "C", "C", "C", "C", "F", "C", "C", "C", "O", "C", "C", "N", "C", "C", "O", "O", "H", "H", "H", "H", "H", "H", "H", "H", "H", "H", "H", "S", "C", "S", "S", "C", "C", "S", "O", "O", "C", "C", "N", "C", "N", "C", "C", "N", "O", "O", "C", "H", "H", "H", "H", "H", "H", "H", "H", "H", "H", "H", "H", "H"],
  "positions_angstrom": [[0.08777, -0.18400, 0.22205], [6.24356, -4.08039, 1.61841], [6.48305, -2.90921, 0.68924], [7.63209, -2.03344, 1.15702], [7.92897, -0.96607, 0.12346], [6.68826, -0.18653, -0.20122], [6.75295, 1.09310, -0.68744], [5.59116, 1.81615, -0.98292], [5.74641, 3.06151, -1.45684], [4.34851, 1.29740, -0.79604], [4.25598, -0.01287, -0.28387], [2.94066, -0.57854, -0.04374], [1.90372, 0.08173, -0.40897], [2.88066, -1.82432, 0.60055], [4.04981, -2.51577, 0.80756], [5.26816, -2.04591, 0.52294], [5.40412, -0.75523, 0.00746], [1.58415, -2.42172, 1.14042], [1.45959, -3.62670, 1.19784], [0.76547, -1.49929, 1.53038], [7.19642, -4.59182, 1.75443], [5.54190, -4.81274, 1.22628], [5.89702, -3.75435, 2.59986], [6.71657, -3.28768, -0.31344], [8.50509, -2.66767, 1.31802], [7.36929, -1.58569, 2.11961], [8.30773, -1.44451, -0.78584], [8.70773, -0.28337, 0.46461], [7.71146, 1.56943, -0.84319], [3.45219, 1.85886, -1.01591], [3.99027, -3.50454, 1.23127], [-0.89081, 4.18471, -0.12302], [-0.76363, 2.56119, 0.02014], [-0.23862, 1.76424, 1.51783], [-1.07811, 1.39374, -1.24648], [-7.99421, -3.88770, -2.16943], [-7.30980, -3.25430, -0.96584], [-5.83519, -4.13810, -0.55549], [-6.18327, -5.49587, -0.21971], [-4.85161, -3.87510, -1.57993], [-5.27997, -3.35143, 0.93633], [-3.90477, -3.85887, 1.35473], [-2.83347, -3.25316, 0.56346], [-2.40872, -1.97133, 0.70611], [-1.49199, -1.66867, -0.19935], [-1.30639, -2.79299, -0.96536], [-2.12486, -3.76348, -0.50161], [-2.19600, -5.12348, -0.97474], [-1.66161, -5.34772, -2.03654], [-2.80363, -5.93352, -0.30022], [-2.93844, -1.03338, 1.72942], [-8.89499, -3.32182, -2.40035], [-8.27165, -4.91800, -1.96103], [-7.34555, -3.86906, -3.04189], [-7.94785, -3.27479, -0.08244], [-7.00594, -2.22788, -1.17082], [-6.00769, -3.59510, 1.70996], [-5.27719, -2.27512, 0.77255], [-3.82728, -4.93977, 1.26050], [-3.72778, -3.60062, 2.39857], [-0.61218, -2.85107, -1.78594], [-3.12397, -1.53228, 2.67804], [-3.86556, -0.57115, 1.38304], [-2.23097, -0.21378, 1.89892]],
  "atomic_forces_ev_per_a": [[-1.132, 1.290, -0.194], [0.107, -0.086, 0.107], [-0.267, 0.186, -0.205], [0.057, -0.104, 0.107], [0.089, 0.041, -0.067], [-0.399, -0.109, 0.001], [-0.054, 0.103, -0.051], [0.204, -0.008, 0.003], [-0.056, -0.075, 0.028], [0.044, -0.168, 0.042], [-0.399, 0.092, -0.168], [0.044, 0.269, 0.087], [0.725, -0.417, -0.101], [0.125, -0.193, 0.094], [0.025, 0.101, -0.057], [0.043, -0.061, 0.019], [0.305, -0.101, 0.055], [0.720, 0.285, -0.198], [-0.189, -0.073, 0.190], [-0.118, -0.584, 0.065], [-0.019, -0.010, 0.003], [-0.019, -0.007, -0.056], [0.002, 0.043, 0.011], [0.013, 0.010, 0.066], [-0.013, 0.033, -0.010], [0.007, 0.017, 0.002], [-0.001, 0.020, 0.005], [-0.004, -0.024, 0.028], [0.040, 0.028, -0.010], [-0.029, 0.001, 0.007], [-0.063, -0.036, 0.018], [-0.024, -0.211, 0.013], [-0.008, 0.097, -0.007], [-0.040, -0.175, -0.058], [0.121, -0.009, 0.130], [-0.008, 0.022, 0.007], [-0.159, 0.146, -0.037], [0.097, -0.396, -0.221], [0.058, 0.160, -0.060], [-0.059, -0.058, 0.081], [-0.019, 0.074, 0.264], [0.089, -0.022, -0.002], [0.209, 0.316, 0.066], [-0.247, -0.205, 0.085], [0.236, -0.434, 0.077], [0.010, 0.162, 0.019], [0.069, -0.321, -0.054], [-0.422, 0.316, -0.132], [0.174, -0.047, 0.029], [0.190, -0.085, 0.013], [0.120, 0.221, -0.034], [-0.018, -0.015, -0.015], [-0.006, -0.037, 0.017], [0.051, 0.000, -0.024], [-0.022, -0.009, 0.036], [0.002, 0.036, 0.017], [-0.032, -0.001, -0.008], [-0.008, 0.044, -0.009], [-0.069, 0.129, -0.005], [-0.012, 0.011, -0.055], [0.012, 0.009, 0.039], [0.006, -0.016, 0.032], [-0.003, -0.023, 0.015], [-0.074, -0.142, -0.039]]
}